79
Properties=species:S:1:pos:R:3 method="wB97M-V/def2-TZVPD" total_charge=-1 orbital_gap_ev="7.46 / 6.33" spin_multiplicity=5 homo_energy_ev="-5.25 / -6.07"
Ir -0.19 -0.71 0.06
C -4.57 -0.79 3.23
C -4.03 -0.96 1.80
C -4.89 -1.95 1.01
C -3.97 0.39 1.12
C -5.16 0.97 0.70
C -5.18 2.22 0.11
C -3.99 2.90 -0.08
C -2.77 2.35 0.31
C -1.54 3.20 -0.03
C -0.55 3.40 1.13
C -0.86 2.69 -1.30
C -2.75 1.07 0.93
N -1.54 0.50 1.39
C -1.25 0.46 2.70
O -1.92 0.91 3.63
C 0.08 -0.20 2.96
C 0.46 -0.77 4.16
C 1.67 -1.45 4.21
C 2.46 -1.54 3.07
C 2.02 -0.92 1.92
N 0.88 -0.24 1.90
C 2.73 -0.98 0.59
O 3.87 -1.43 0.54
N 2.01 -0.46 -0.43
C 2.67 -0.28 -1.67
C 2.42 -1.14 -2.77
C 3.12 -0.97 -3.96
C 4.06 0.03 -4.10
C 4.27 0.90 -3.05
C 3.60 0.78 -1.83
C 4.00 1.84 -0.80
C 5.27 1.41 -0.06
C 2.92 2.32 0.16
C 1.38 -2.23 -2.74
C 1.83 -3.55 -3.36
C 0.11 -1.72 -3.45
H -4.59 -1.76 3.74
H -5.59 -0.39 3.20
H -3.94 -0.11 3.80
H -3.03 -1.38 1.85
H -5.96 -1.82 1.22
H -4.60 -2.97 1.28
H -4.72 -1.83 -0.06
H -6.09 0.44 0.85
H -6.11 2.66 -0.21
H -4.00 3.88 -0.53
H -1.94 4.18 -0.28
H 0.15 2.57 1.20
H -1.08 3.49 2.08
H 0.03 4.32 0.96
H -0.46 1.68 -1.15
H -0.03 3.33 -1.58
H -1.57 2.64 -2.12
H -0.20 -0.69 5.01
H 1.98 -1.93 5.13
H 3.40 -2.08 3.03
H 2.94 -1.64 -4.79
H 4.61 0.15 -5.02
H 4.99 1.71 -3.15
H 4.27 2.72 -1.40
H 5.13 0.45 0.44
H 5.54 2.16 0.69
H 6.10 1.31 -0.75
H 2.57 1.55 0.84
H 2.06 2.70 -0.39
H 3.31 3.14 0.77
H 1.13 -2.45 -1.71
H 1.86 -3.50 -4.45
H 1.13 -4.33 -3.06
H 2.82 -3.83 -3.00
H 0.32 -1.52 -4.50
H -0.25 -0.79 -2.99
H -0.68 -2.47 -3.37
O 0.13 -2.78 0.53
S -1.28 -3.19 0.09
O -2.06 -3.41 1.29
O -1.77 -1.95 -0.66
O -1.21 -4.31 -0.82

74
Properties=species:S:1:pos:R:3 method="wB97M-V/def2-TZVPD" total_charge=+1 orbital_gap_ev=5.54 spin_multiplicity=1 homo_energy_ev=-10.25
H 1.02 -5.06 4.38
C 1.33 -6.08 3.88
H 0.97 -6.87 4.56
C 0.64 -6.26 2.55
C -0.82 -6.56 2.48
O -1.45 -6.67 1.44
O -1.36 -6.73 3.70
C -2.77 -7.06 3.58
C -3.32 -6.97 4.99
C 1.29 -6.30 1.37
N 2.66 -6.16 1.31
C 3.42 -6.20 2.46
C 2.82 -6.20 3.68
C 3.74 -6.31 4.84
O 4.96 -6.18 4.81
O 3.07 -6.55 5.99
C 4.05 -6.68 7.06
C 3.29 -6.90 8.34
H -3.24 -6.30 2.93
H -2.93 -8.07 3.12
H -4.21 -7.59 5.13
H -2.57 -7.29 5.72
H -3.58 -5.93 5.20
H 0.77 -6.49 0.43
H 3.11 -6.02 0.40
H 4.50 -6.24 2.33
H 4.76 -7.49 6.83
H 4.62 -5.73 7.11
H 3.94 -7.13 9.18
H 2.72 -6.00 8.61
H 2.59 -7.73 8.23
C 3.25 -3.39 5.83
C 3.53 -1.93 5.56
C 4.70 -1.41 6.40
C 3.77 -1.66 4.07
C 2.29 -1.20 6.02
N 2.37 -0.26 6.97
C 1.16 0.40 7.13
C 0.26 -0.17 6.22
C -0.96 0.45 6.06
C -1.31 1.51 6.91
C -0.43 1.97 7.90
C 0.86 1.44 8.00
C 0.94 -1.32 5.58
C 0.35 -2.36 4.85
C -1.10 -2.47 4.97
C -1.69 -2.46 6.26
C -3.04 -2.19 6.41
C -3.84 -1.88 5.30
C -5.22 -1.31 5.52
C -3.32 -2.10 4.01
C -1.98 -2.46 3.86
H 2.53 -3.78 5.10
H 4.18 -4.00 5.75
H 2.78 -3.54 6.83
H 4.84 -0.34 6.20
H 4.49 -1.59 7.46
H 5.62 -1.95 6.13
H 3.83 -0.58 3.89
H 4.71 -2.12 3.73
H 2.96 -2.04 3.42
H 3.17 -0.01 7.55
H -1.62 0.10 5.27
H -2.31 1.95 6.81
H -0.75 2.76 8.60
H 1.62 1.78 8.70
H 0.93 -2.93 4.13
H -1.03 -2.60 7.11
H -3.46 -2.11 7.42
H -5.73 -1.10 4.57
H -5.83 -1.98 6.13
H -5.18 -0.35 6.07
H -3.97 -1.95 3.14
H -1.53 -2.62 2.88

71
Properties=species:S:1:pos:R:3 method="wB97M-V/def2-TZVPD" total_charge=+2 orbital_gap_ev=6.03 spin_multiplicity=1 homo_energy_ev=-14.29
C -1.69 -1.66 0.65
H -2.62 -1.33 1.30
H -2.19 -2.16 -0.09
H -1.38 -0.58 1.09
C -1.06 -2.79 1.49
H -0.20 -3.32 0.96
H -0.62 -2.37 2.39
C -1.96 -3.94 1.94
H -1.47 -4.63 2.68
H -2.84 -3.61 2.48
H -2.30 -4.61 1.14
C 1.39 -1.18 -2.48
C 1.34 -2.48 -1.90
C 0.10 -3.09 -2.20
C -0.67 -2.14 -2.93
C 0.14 -0.98 -3.14
C -0.32 0.26 -3.81
C -2.04 -2.37 -3.44
C -0.33 -4.47 -1.85
C 2.43 -3.07 -1.06
C 2.49 -0.19 -2.41
Al -0.10 -1.33 -1.09
H -2.61 -1.43 -3.60
H -2.02 -2.88 -4.43
H -2.69 -2.99 -2.79
H -1.42 0.35 -3.94
H 0.03 1.21 -3.33
H 0.12 0.27 -4.84
H 3.15 -0.36 -1.52
H 3.12 -0.34 -3.32
H 2.14 0.87 -2.41
H 2.10 -3.91 -0.41
H 3.18 -3.51 -1.74
H 2.98 -2.35 -0.44
H -1.40 -4.57 -1.56
H -0.19 -5.12 -2.75
H 0.29 -4.93 -1.04
C -1.02 1.53 5.37
C -2.01 1.17 4.45
C -1.71 1.08 3.07
C -0.38 1.34 2.65
C 0.61 1.68 3.57
C 0.29 1.78 4.92
As -0.13 1.06 0.68
C -1.08 2.72 0.13
C -1.81 2.66 -1.05
C -2.64 3.74 -1.44
C -2.70 4.90 -0.63
C -1.92 4.95 0.50
C -1.10 3.91 0.91
C 1.83 1.60 0.57
C 2.26 2.77 -0.07
C 3.64 3.05 -0.15
C 4.58 2.13 0.37
C 4.14 0.94 0.96
C 2.77 0.65 1.03
H -1.24 1.61 6.45
H -3.02 0.95 4.80
H -2.51 0.81 2.39
H 1.64 1.85 3.20
H 1.09 2.02 5.62
H -1.79 1.77 -1.70
H -3.22 3.68 -2.33
H -3.38 5.73 -0.92
H -1.96 5.88 1.14
H -0.48 4.00 1.82
H 1.50 3.46 -0.47
H 3.94 3.99 -0.62
H 5.63 2.40 0.32
H 4.89 0.23 1.35
H 2.45 -0.29 1.49

79
Properties=species:S:1:pos:R:3 method="wB97M-V/def2-TZVPD" total_charge=+2 orbital_gap_ev=7.33 spin_multiplicity=1 homo_energy_ev=-12.76
Ir 0.50 0.09 -0.82
O 0.08 -2.02 -1.93
C 1.13 -2.86 -2.45
C 1.99 -2.18 -3.51
C 2.66 -0.86 -3.08
C 3.22 -1.05 -1.72
C 4.47 -1.64 -1.58
C 4.89 -2.15 -0.37
C 3.99 -2.11 0.68
C 2.79 -1.47 0.50
N 2.41 -0.87 -0.65
H -0.35 -1.61 -2.70
H 0.66 -3.76 -2.86
H 1.72 -3.17 -1.59
H 1.41 -2.01 -4.42
H 2.76 -2.92 -3.77
H 1.94 -0.05 -3.09
H 3.44 -0.60 -3.79
H 5.09 -1.72 -2.46
H 5.86 -2.61 -0.27
H 4.21 -2.54 1.65
H 2.11 -1.44 1.33
S 1.23 2.23 -0.64
C 0.20 3.00 0.58
C -0.03 4.37 0.54
C -0.73 4.97 1.57
C -1.19 4.23 2.65
C -0.96 2.85 2.68
C -0.31 2.24 1.62
As 0.36 0.43 1.52
C -0.80 -0.88 2.32
C -0.66 -2.21 1.91
C -1.53 -3.18 2.38
C -2.56 -2.83 3.25
C -2.71 -1.51 3.65
C -1.84 -0.53 3.18
C 1.88 0.55 2.70
C 1.68 0.17 4.02
C 2.70 0.35 4.94
C 3.91 0.90 4.55
C 4.10 1.28 3.22
C 3.08 1.11 2.29
H 0.35 4.96 -0.29
H -0.91 6.04 1.55
H -1.70 4.71 3.47
H -1.28 2.29 3.55
H 0.12 -2.50 1.22
H -1.41 -4.21 2.07
H -3.23 -3.59 3.62
H -3.51 -1.24 4.33
H -1.99 0.49 3.49
H 0.74 -0.27 4.34
H 2.55 0.05 5.97
H 4.70 1.03 5.27
H 5.03 1.72 2.92
H 3.23 1.43 1.27
C -4.95 1.07 -0.25
N -3.58 1.34 -0.65
C -2.55 0.49 -0.52
N -2.77 -0.76 -0.09
O -1.41 0.92 -0.86
H -5.11 1.24 0.82
H -5.23 0.05 -0.51
H -5.61 1.73 -0.81
H -3.30 2.29 -0.84
H -3.64 -1.02 0.34
H -1.98 -1.37 0.06
C -2.72 1.12 -5.30
N -1.98 0.51 -4.18
C -2.58 -0.66 -3.56
C -0.75 0.92 -3.92
O 0.05 0.48 -3.09
H -3.78 1.03 -5.10
H -2.49 0.62 -6.24
H -2.47 2.17 -5.37
H -3.63 -0.45 -3.35
H -2.09 -0.88 -2.62
H -2.53 -1.52 -4.22
H -0.43 1.75 -4.56

80
Properties=species:S:1:pos:R:3 method="wB97M-V/def2-TZVPD" total_charge=-1 orbital_gap_ev=7.85 spin_multiplicity=1 homo_energy_ev=-5.42
Mg 1.51 0.04 0.11
O 6.80 3.26 0.17
C 5.66 2.50 0.19
C 5.11 2.05 1.38
C 3.95 1.30 1.31
N 3.40 1.00 0.14
C 3.91 1.45 -1.00
C 5.06 2.21 -1.03
C 3.04 1.11 -2.22
O 3.43 1.46 -3.33
O 1.96 0.50 -1.91
C 3.12 0.83 2.51
O 3.57 1.02 3.63
O 2.02 0.30 2.17
H 7.11 3.37 1.07
H 5.53 2.28 2.35
H 5.45 2.58 -1.97
C -1.20 -8.09 0.95
C -1.97 -7.44 -0.20
C -3.42 -7.93 -0.14
C -1.37 -7.89 -1.54
C -1.87 -5.92 -0.09
C -2.99 -5.10 0.06
C -2.89 -3.71 0.16
C -1.63 -3.16 0.11
O -1.25 -1.86 0.18
B 0.18 -1.81 0.08
O 0.60 -3.18 -0.06
C -0.51 -3.96 -0.03
C -0.60 -5.33 -0.13
H -1.25 -9.18 0.88
H -1.60 -7.79 1.92
H -0.14 -7.81 0.93
H -3.44 -9.02 -0.22
H -4.02 -7.52 -0.95
H -3.90 -7.66 0.81
H -1.43 -8.98 -1.63
H -0.33 -7.61 -1.62
H -1.91 -7.44 -2.38
H -3.97 -5.54 0.10
H -3.77 -3.09 0.28
H 0.30 -5.92 -0.25
C -2.27 3.76 1.62
C -1.38 2.53 1.49
C -0.46 2.48 2.72
C -2.25 1.26 1.49
P -0.24 2.45 0.01
C 0.56 4.11 0.04
C 1.90 4.16 0.41
C 2.59 5.37 0.47
C 1.94 6.55 0.14
C 0.60 6.51 -0.23
C -0.08 5.31 -0.27
C -1.21 2.38 -1.60
C -0.30 2.94 -2.70
C -2.56 3.09 -1.65
C -1.43 0.89 -1.90
H -2.87 3.67 2.53
H -2.96 3.89 0.79
H -1.68 4.67 1.72
H -1.08 2.47 3.62
H 0.18 3.37 2.77
H 0.18 1.60 2.73
H -2.78 1.20 2.44
H -1.65 0.35 1.37
H -3.00 1.27 0.69
H 2.42 3.24 0.66
H 3.63 5.37 0.76
H 2.47 7.49 0.18
H 0.09 7.43 -0.48
H -1.12 5.31 -0.56
H -0.17 4.02 -2.63
H -0.76 2.71 -3.67
H 0.68 2.46 -2.70
H -2.50 4.16 -1.46
H -3.28 2.66 -0.95
H -2.97 2.97 -2.66
H -0.48 0.38 -2.05
H -2.00 0.81 -2.83
H -1.98 0.37 -1.12

77
Properties=species:S:1:pos:R:3 method="wB97M-V/def2-TZVPD" total_charge=+1 orbital_gap_ev="7.21 / 7.04" spin_multiplicity=2 homo_energy_ev="-10.80 / -10.62"
Ru 0.45 1.50 0.21
C 1.47 0.71 4.28
C -0.02 1.06 4.31
C -0.34 1.91 5.55
C -0.48 1.80 3.07
C -1.79 1.63 2.60
C -2.27 2.36 1.53
C -1.50 3.34 0.90
C -2.08 4.19 -0.19
C -0.20 3.54 1.38
C 0.32 2.75 2.43
H 1.69 -0.02 5.07
H 2.09 1.59 4.47
H 1.77 0.28 3.33
H -0.60 0.13 4.38
H 0.23 2.84 5.53
H -0.08 1.36 6.45
H -1.40 2.16 5.59
H -2.44 0.92 3.10
H -3.29 2.19 1.19
H -2.20 3.62 -1.11
H -1.46 5.06 -0.39
H -3.07 4.55 0.10
H 0.39 4.37 1.02
H 1.29 2.98 2.84
C 0.74 -0.05 -2.65
C -0.71 0.25 -2.25
C -1.48 -1.07 -2.24
C -1.31 1.20 -3.28
O -0.84 0.86 -0.95
H 0.77 -0.75 -3.48
H 1.28 -0.50 -1.81
H 1.26 0.86 -2.94
H -1.52 -1.50 -3.24
H -2.51 -0.90 -1.89
H -1.00 -1.78 -1.57
H -1.22 0.78 -4.28
H -0.79 2.15 -3.25
H -2.37 1.36 -3.06
Br 3.87 3.92 -4.77
C 3.04 3.39 -3.16
C 3.68 2.48 -2.33
C 3.05 2.07 -1.16
C 1.79 2.55 -0.82
C 1.18 3.48 -1.66
C 1.80 3.90 -2.83
H 4.66 2.10 -2.59
H 3.57 1.38 -0.51
H 0.21 3.90 -1.41
H 1.32 4.62 -3.48
C -1.07 -1.46 1.22
C 0.40 -1.46 1.00
N 1.17 -0.38 0.82
C 2.47 -0.83 0.64
C 2.49 -2.17 0.74
N 1.18 -2.56 0.96
C 0.80 -3.95 1.24
N -0.41 -4.33 0.60
N -1.55 -4.50 1.33
N -2.50 -4.82 0.55
C -2.01 -4.88 -0.75
C -2.66 -5.17 -1.95
C -1.90 -5.14 -3.09
C -0.52 -4.82 -3.06
C 0.12 -4.53 -1.88
C -0.66 -4.57 -0.72
H -1.43 -0.44 1.17
H -1.32 -1.89 2.19
H -1.58 -2.03 0.45
H 3.28 -0.15 0.49
H 3.29 -2.88 0.66
H 0.65 -4.09 2.31
H 1.63 -4.58 0.90
H -3.71 -5.42 -1.96
H -2.36 -5.36 -4.05
H 0.03 -4.81 -3.98
H 1.18 -4.29 -1.86

The following energy relative to the best compared isomer or geometry (same formula, charge and spin) values (in kJ/mol) correspond, in order, to the records above: 30.41 38.26 161.82 164.81 0.00 35.03.